--- w ---
Here is C4H4OS2 in the gas phase from OMol25. Energies are from ωB97M-V/def2-TZVPD.

ORCA input file:
```
! wB97M-V def2-TZVPD RIJCOSX def2/J DEFGRID3
* xyz 0 1
S 3.31 -0.70 -0.03
S 2.27 1.07 0.08
C 0.65 0.38 0.02
C -0.54 1.03 -0.11
C -1.51 0.07 -0.03
C -0.87 -1.12 0.05
O 0.44 -0.93 0.03
H 4.33 -0.22 -0.78
H -0.76 2.04 -0.20
H -2.61 0.08 -0.05
H -1.34 -2.04 0.16
*
```

Values from the calculation:
SMILES: SSc1ccco1


--- x ---
Here is C4H4OS2 in the gas phase from OMol25. Energies are from ωB97M-V/def2-TZVPD.

ORCA input file:
```
! wB97M-V def2-TZVPD RIJCOSX def2/J DEFGRID3
* xyz 0 1
C -0.43 0.58 -0.91
C -1.27 -0.56 -0.76
C 0.72 0.95 -0.39
C 0.06 -1.54 1.09
O 2.28 2.65 0.93
S -1.38 -1.73 0.41
S 2.17 1.68 -0.17
H -0.76 1.03 -1.79
H -2.21 -0.29 -1.23
H 0.79 -0.78 0.82
H 0.03 -1.98 2.01
*
```


--- y ---
Here is C4H4OS2 in the gas phase from OMol25. Energies are from ωB97M-V/def2-TZVPD.

ORCA input file:
```
! wB97M-V def2-TZVPD RIJCOSX def2/J DEFGRID3
* xyz 0 1
C 0.32 1.88 -1.70
C 0.41 0.99 -0.89
C 0.67 -0.09 0.07
O 0.94 0.43 1.35
C -0.59 -0.99 0.20
S -0.94 -2.09 -0.95
S -1.51 -0.54 1.56
H 0.20 2.68 -2.42
H 1.48 -0.71 -0.27
H 1.52 -0.18 1.81
H -2.49 -1.37 1.23
*
```

Values from the calculation:
SMILES: C#C[C@@H](O)C(=S)S


Top of the stability list: w, leading by 1.390 eV.


--- w ---
Here is 2 unconnected molecules or ions with the total composition CH4N2OS from OMol25. Energies are from ωB97M-V/def2-TZVPD.

ORCA input file:
```
! wB97M-V def2-TZVPD RIJCOSX def2/J DEFGRID3
* xyz 0 1
C 2.05 -0.74 0.82
N -0.68 -1.02 -0.60
N -0.27 -0.09 0.15
O 4.32 0.03 -0.20
S 2.86 0.27 -0.14
H 2.37 -1.65 1.43
H -0.83 -1.83 -0.06
H -0.26 -1.24 -1.58
H 0.16 0.79 -0.16
*
```


--- x ---
Here is CH4N2OS in the gas phase from OMol25. Energies are from ωB97M-V/def2-TZVPD.

ORCA input file:
```
! wB97M-V def2-TZVPD RIJCOSX def2/J DEFGRID3
* xyz 0 1
N -0.14 1.21 -0.24
C -0.74 0.02 -0.16
S -2.21 -0.35 0.12
N 0.13 -1.07 -0.32
O 1.35 -0.44 0.39
H 0.71 1.30 0.39
H -0.69 2.06 0.30
H -0.43 -2.02 -0.08
H 2.00 -0.71 -0.39
*
```

Values from the calculation:
SMILES: NC(=S)NO


Top of the stability list: x, leading by 2.513 eV.


--- w ---
Here is 4 unconnected molecules or ions with the total composition C8H12N4 from OMol25. Energies are from ωB97M-V/def2-TZVPD.

ORCA input file:
```
! wB97M-V def2-TZVPD RIJCOSX def2/J DEFGRID3
* xyz 0 1
C 3.19 -2.45 -0.32
C 4.27 -3.19 0.36
N 5.07 -3.80 0.86
H 2.67 -2.05 0.56
H 2.56 -3.09 -0.94
H 3.65 -1.66 -0.91
C -2.31 -1.16 0.07
C -0.88 -1.16 0.51
N 0.23 -1.16 0.89
H -2.32 -2.16 -0.37
H -2.49 -0.50 -0.78
H -3.06 -0.91 0.82
C 2.24 1.67 1.07
C 2.97 1.26 2.25
N 3.53 1.02 3.30
H 1.38 2.33 1.13
H 1.89 0.81 0.48
H 2.94 2.26 0.48
C -3.84 2.55 -1.63
C -5.07 1.83 -1.44
N -6.03 1.26 -1.21
H -3.15 2.00 -2.26
H -3.37 2.87 -0.70
H -4.06 3.43 -2.24
*
```

Values from the calculation:
SMILES: CC#N.CC#N.CC#N.CC#N


--- x ---
Here is 4 unconnected molecules or ions with the total composition C8H12N4 from OMol25. Energies are from ωB97M-V/def2-TZVPD.

ORCA input file:
```
! wB97M-V def2-TZVPD RIJCOSX def2/J DEFGRID3
* xyz 0 1
C -4.71 -13.42 6.60
C -3.56 -12.61 6.21
N -2.65 -11.97 5.93
H -5.01 -14.03 5.75
H -5.53 -12.78 6.90
H -4.41 -14.07 7.42
C -2.77 -20.33 10.83
C -3.31 -19.04 11.22
N -3.71 -18.00 11.51
H -3.05 -21.09 11.57
H -1.68 -20.27 10.81
H -3.18 -20.64 9.87
C -1.61 -18.08 7.62
C -1.93 -16.69 7.27
N -2.16 -15.60 6.99
H -0.57 -18.14 7.91
H -1.77 -18.69 6.73
H -2.23 -18.43 8.44
C -0.29 -13.08 8.13
C 0.56 -11.89 8.25
N 1.25 -10.99 8.38
H 0.29 -13.93 8.49
H -0.62 -13.27 7.11
H -1.16 -12.96 8.76
*
```

Values from the calculation:
SMILES: CC#N.CC#N.CC#N.CC#N


Top of the stability list: x, leading by 0.907 eV.


--- w ---
Here is CN2O2S2 in the gas phase from OMol25. Energies are from ωB97M-V/def2-TZVPD.

ORCA input file:
```
! wB97M-V def2-TZVPD RIJCOSX def2/J DEFGRID3
* xyz 0 1
N 0.46 2.26 1.80
C 0.73 1.17 1.55
S 1.11 -0.46 1.10
S -0.68 -1.17 0.52
N -0.55 -0.64 -1.33
O 0.43 -0.11 -1.74
O -1.52 -1.05 -1.89
*
```

Values from the calculation:
SMILES: N#CSS[N+](=O)[O-]


--- x ---
Here is CN2O2S2 in the gas phase from OMol25. Energies are from ωB97M-V/def2-TZVPD.

ORCA input file:
```
! wB97M-V def2-TZVPD RIJCOSX def2/J DEFGRID3
* xyz 0 1
C -0.99 1.64 -0.38
N -1.43 2.70 -0.31
N -0.46 0.43 -0.50
O 1.94 -2.42 1.47
O -0.58 -0.28 -1.53
S 0.40 -0.10 0.89
S 1.13 -1.97 0.35
*
```


--- y ---
Here is 2 unconnected molecules or ions with the total composition CN2O2S2 from OMol25. Energies are from ωB97M-V/def2-TZVPD.

ORCA input file:
```
! wB97M-V def2-TZVPD RIJCOSX def2/J DEFGRID3
* xyz 0 1
C -0.51 1.24 -0.01
N 0.20 2.06 0.34
N -1.32 0.32 -0.34
O 0.58 -1.44 0.81
O 1.66 -0.75 -1.21
S -2.25 -0.82 0.22
S 1.63 -0.60 0.18
*
```


Top of the stability list: y, leading by 0.284 eV.


--- w ---
Here is 2 unconnected molecules or ions with the total composition C7H13N3O from OMol25. Energies are from ωB97M-V/def2-TZVPD.

ORCA input file:
```
! wB97M-V def2-TZVPD RIJCOSX def2/J DEFGRID3
* xyz 0 1
C 0.45 -3.55 -0.08
C -0.68 -2.67 -0.04
C -2.09 -2.94 0.12
N -2.78 -1.86 -0.22
C -1.80 -0.83 -0.43
N -0.54 -1.40 -0.51
H 0.87 -3.80 0.92
H 1.28 -2.99 -0.64
H 0.23 -4.46 -0.66
H -2.60 -3.84 0.43
H -3.79 -1.73 -0.28
H -2.09 -0.03 -1.09
C 1.49 1.53 1.54
C 0.60 2.29 0.51
C 1.18 3.46 -0.22
N 1.21 3.44 -1.57
O 1.81 4.34 0.29
H 1.42 0.44 1.21
H 0.92 1.58 2.49
H 2.54 1.80 1.49
H 0.22 1.53 -0.28
H -0.31 2.58 1.19
H 1.71 4.22 -2.01
H 0.77 2.88 -2.17
*
```

Values from the calculation:
SMILES: Cc1c[nH]cn1.CCC(N)=O


--- x ---
Here is 2 unconnected molecules or ions with the total composition C7H13N3O from OMol25. Energies are from ωB97M-V/def2-TZVPD.

ORCA input file:
```
! wB97M-V def2-TZVPD RIJCOSX def2/J DEFGRID3
* xyz 0 1
C -3.35 -0.28 1.22
C -2.56 -1.22 0.39
C -2.92 -2.29 -0.37
N -1.75 -2.90 -0.76
C -0.73 -2.18 -0.23
N -1.19 -1.22 0.53
H -3.23 -0.49 2.29
H -4.41 -0.24 0.98
H -3.00 0.74 1.10
H -3.84 -2.65 -0.80
H -1.80 -3.60 -1.47
H 0.25 -2.62 -0.19
C 3.05 0.08 0.33
C 2.55 1.47 0.73
C 2.24 2.39 -0.44
N 0.90 2.73 -0.45
O 3.09 2.98 -1.05
H 3.21 -0.53 1.22
H 4.01 0.16 -0.18
H 2.39 -0.51 -0.30
H 1.86 1.46 1.56
H 3.41 1.94 1.16
H 0.62 3.40 -1.16
H 0.21 2.00 -0.49
*
```

Values from the calculation:
SMILES: Cc1c[nH]cn1.CCC(N)=O


Top of the stability list: x, leading by 1.283 eV.


--- w ---
Here is a molecular structure, C3H6ClP from OMol25. Energies are from ωB97M-V/def2-TZVPD.

ORCA input file:
```
! wB97M-V def2-TZVPD RIJCOSX def2/J DEFGRID3
* xyz 0 1
C 0.75 -0.44 1.24
C -0.61 0.31 -0.67
C 0.60 0.59 0.23
P 1.43 -1.94 1.32
Cl -0.31 0.06 3.16
H -0.61 -0.73 -0.99
H -0.58 0.95 -1.55
H -1.53 0.50 -0.12
H 1.51 0.56 -0.39
H 0.53 1.58 0.67
H 1.01 -2.28 2.61
*
```


--- x ---
Here is 2 unconnected molecules or ions with the total composition C3H6ClP from OMol25. Energies are from ωB97M-V/def2-TZVPD.

ORCA input file:
```
! wB97M-V def2-TZVPD RIJCOSX def2/J DEFGRID3
* xyz 0 1
C -1.08 0.74 -0.05
C 0.09 1.69 -0.04
C -0.27 -1.68 0.08
P -2.70 0.98 0.03
Cl -3.64 -0.77 -0.07
H 0.57 1.40 -0.91
H -0.35 2.63 -0.13
H 0.81 1.32 0.78
H -1.04 -1.96 0.77
H 0.66 -1.14 0.13
H -0.30 -2.38 -0.78
*
```


Top of the stability list: w, leading by 2.225 eV.


--- w ---
Here is a gas-phase ion, C3H4NO3 (charge -1) from OMol25. Energies are from ωB97M-V/def2-TZVPD.

ORCA input file:
```
! wB97M-V def2-TZVPD RIJCOSX def2/J DEFGRID3
* xyz -1 1
O -2.07 -0.75 -1.78
C -1.11 0.02 -1.53
O -0.89 1.21 -1.76
N -0.13 -0.78 -0.78
C 0.89 -0.06 0.26
C 0.53 0.65 1.51
O 1.23 -0.58 1.49
H -0.58 -1.71 -0.63
H 1.72 0.08 -0.38
H 1.00 1.49 1.94
H -0.60 0.42 1.66
*
```

Values from the calculation:
SMILES: O=C([O-])N[C@H]1CO1


--- x ---
Here is 2 unconnected molecules or ions with the total composition C3H4NO3 from OMol25. Energies are from ωB97M-V/def2-TZVPD.

ORCA input file:
```
! wB97M-V def2-TZVPD RIJCOSX def2/J DEFGRID3
* xyz -1 1
C 0.79 -1.24 1.94
C 0.59 -0.03 2.04
C 0.05 1.46 2.06
N 0.58 0.09 -0.90
O -1.01 1.48 1.43
O 0.65 2.35 2.69
O -0.85 0.35 -0.95
H -1.20 0.66 -0.03
H 1.24 -2.22 1.82
H 0.96 0.93 -0.58
H 0.62 -0.60 -0.14
*
```


Top of the stability list: w, leading by 1.386 eV.


--- w ---
Here is C23H33N3O4 in the gas phase from OMol25. Energies are from ωB97M-V/def2-TZVPD.

ORCA input file:
```
! wB97M-V def2-TZVPD RIJCOSX def2/J DEFGRID3
* xyz 0 1
C -6.22 -4.11 3.95
C -5.53 -3.50 2.77
C -4.74 -4.26 1.92
C -4.09 -3.69 0.83
C -4.24 -2.34 0.56
O -3.69 -1.66 -0.49
C -2.75 -2.31 -1.31
C -1.37 -2.49 -0.65
N -0.72 -1.22 -0.42
C -1.12 -0.46 0.75
C 0.12 -0.76 -1.37
O 0.40 -1.43 -2.35
C 0.68 0.64 -1.18
C -0.28 1.66 -1.82
C 0.28 2.19 -3.14
C 1.62 2.85 -2.87
O 1.91 3.98 -3.23
N 2.45 2.07 -2.15
C 3.76 2.57 -1.78
C 3.68 3.69 -0.73
C 3.08 3.24 0.60
N 3.78 2.14 1.21
C 5.18 2.24 1.59
C 5.53 0.81 2.02
C 4.19 0.24 2.48
C 3.16 1.08 1.75
O 1.96 0.84 1.67
C 2.06 0.71 -1.84
C -5.04 -1.57 1.41
C -5.67 -2.15 2.49
H -7.30 -3.98 3.87
H -5.89 -3.64 4.87
H -6.01 -5.18 4.01
H -4.61 -5.31 2.11
H -3.49 -4.33 0.20
H -3.13 -3.28 -1.65
H -2.64 -1.66 -2.18
H -1.47 -3.02 0.30
H -0.74 -3.07 -1.33
H -1.71 0.42 0.48
H -0.25 -0.14 1.32
H -1.73 -1.09 1.39
H 0.80 0.85 -0.12
H -1.26 1.20 -2.00
H -0.44 2.50 -1.14
H 0.41 1.37 -3.84
H -0.39 2.93 -3.58
H 4.23 2.99 -2.68
H 4.36 1.74 -1.42
H 4.68 4.09 -0.58
H 3.06 4.49 -1.14
H 3.06 4.10 1.28
H 2.05 2.90 0.45
H 5.78 2.58 0.75
H 5.30 2.95 2.41
H 6.29 0.79 2.80
H 5.90 0.24 1.16
H 4.06 -0.82 2.26
H 4.03 0.37 3.55
H 2.80 0.27 -1.17
H 2.04 0.11 -2.76
H -5.16 -0.52 1.19
H -6.29 -1.53 3.14
*
```

Values from the calculation:
SMILES: Cc1ccc(OCCN(C)C(=O)[C@@H]2CCC(=O)N(CCCN3CCCC3=O)C2)cc1


--- x ---
Here is C23H33N3O4 in the gas phase from OMol25. Energies are from ωB97M-V/def2-TZVPD.

ORCA input file:
```
! wB97M-V def2-TZVPD RIJCOSX def2/J DEFGRID3
* xyz 0 1
C -3.77 3.95 -1.84
O -2.90 3.02 -2.44
C -1.61 2.96 -2.03
C -1.04 3.84 -1.12
C 0.31 3.74 -0.79
C 1.09 2.76 -1.37
C 0.52 1.87 -2.26
C -0.82 1.94 -2.59
C -1.44 0.94 -3.52
C -1.78 -0.37 -2.81
C -2.71 -0.20 -1.61
N -1.98 0.22 -0.43
C -2.45 1.11 0.46
O -3.51 1.69 0.32
C -1.59 1.36 1.70
C -2.15 0.55 2.87
C -1.99 -0.94 2.59
C -0.61 -1.34 2.10
O -0.25 -2.51 2.12
N 0.19 -0.37 1.60
C 1.52 -0.76 1.17
C 1.51 -1.30 -0.26
C 2.86 -1.92 -0.63
N 3.28 -2.92 0.32
C 2.56 -4.15 0.55
C 3.18 -4.70 1.84
C 4.56 -4.04 1.91
C 4.40 -2.78 1.07
O 5.15 -1.82 1.04
C -0.11 1.05 1.56
H -3.43 4.98 -1.99
H -3.89 3.73 -0.77
H -4.73 3.81 -2.34
H -1.63 4.62 -0.66
H 0.74 4.43 -0.09
H 2.14 2.69 -1.13
H 1.13 1.10 -2.73
H -2.35 1.36 -3.94
H -0.75 0.72 -4.34
H -0.86 -0.87 -2.49
H -2.28 -1.03 -3.53
H -3.46 0.57 -1.80
H -3.21 -1.15 -1.39
H -1.12 -0.27 -0.23
H -1.70 2.43 1.93
H -3.21 0.79 3.02
H -1.61 0.82 3.78
H -2.70 -1.25 1.82
H -2.21 -1.53 3.48
H 2.19 0.10 1.25
H 1.87 -1.55 1.85
H 1.29 -0.50 -0.96
H 0.73 -2.06 -0.33
H 3.64 -1.16 -0.63
H 2.80 -2.37 -1.62
H 1.50 -3.96 0.66
H 2.72 -4.83 -0.30
H 3.23 -5.78 1.85
H 2.57 -4.38 2.69
H 4.88 -3.80 2.91
H 5.33 -4.66 1.44
H 0.43 1.54 2.39
H 0.28 1.46 0.62
*
```

Values from the calculation:
SMILES: COc1ccccc1CCCNC(=O)[C@H]1CCC(=O)N(CCCN2CCCC2=O)C1


Top of the stability list: x, leading by 0.432 eV.


--- w ---
Here is 2 unconnected molecules or ions with the total composition H3NO2S2 from OMol25. Energies are from ωB97M-V/def2-TZVPD.

ORCA input file:
```
! wB97M-V def2-TZVPD RIJCOSX def2/J DEFGRID3
* xyz 0 1
N 0.29 -0.28 0.07
O 0.47 2.36 0.01
O 1.15 -1.21 0.56
S 1.43 3.39 -2.55
S 1.52 3.24 -0.59
H -0.40 -0.16 0.82
H -0.35 -0.64 -0.56
H 0.74 0.69 -0.06
*
```


--- x ---
Here is H3NO2S2 in the gas phase from OMol25. Energies are from ωB97M-V/def2-TZVPD.

ORCA input file:
```
! wB97M-V def2-TZVPD RIJCOSX def2/J DEFGRID3
* xyz 0 1
N 1.28 0.49 -0.45
O -1.29 -0.23 -0.51
O -0.28 1.68 0.93
S -2.90 -0.22 -0.15
S -0.22 1.26 -0.40
H 1.24 0.15 0.48
H 1.49 -0.15 -1.11
H -2.67 -0.53 1.10
*
```


Top of the stability list: x, leading by 2.140 eV.